ORCA calculation (wB97M-V/def2-TZVPD) on 3 unconnected molecules or ions with the total composition C24H35N6O3S2 in a non-equilibrium geometry.

The relative energy (zero: lowest compared OMol25 entry of this formula, charge and spin) comes out at 72.31 kcal per mole. As for the spin multiplicity: 1. The orbital gap is 8.071 eV. As for the charge: +1.

Structure (XYZ):
```
70
Properties=species:S:1:pos:R:3:forces:R:3:lowdin_charge:R:1
C 2.419 0.030 1.093 0.1214 0.0000 -0.7801 0.05
C 3.187 -0.393 0.233 -1.3849 -1.2759 0.0501 -0.14
C 3.841 -1.278 -0.868 0.7212 0.3953 0.5569 -0.18
C 3.778 -0.679 -2.347 0.7959 -0.1128 0.3057 -0.19
C 3.141 0.756 -2.468 1.2041 -0.1291 -1.3313 -0.16
N 1.684 0.837 -2.216 -0.4801 0.7112 0.7854 0.08
C 0.733 0.111 -2.784 -2.1154 -2.3244 -1.7643 -0.23
N 0.931 -0.919 -3.724 -2.4259 0.1329 0.4904 0.13
C -0.337 -1.453 -4.056 2.3698 4.1463 2.4401 -0.52
S -0.583 -2.817 -5.238 -0.0491 1.1548 0.4915 0.83
N -1.262 -0.709 -3.310 -0.5326 -3.2865 -2.7977 -0.08
C -2.705 -1.033 -3.504 -0.9059 0.4783 -0.5492 -0.11
C -3.140 -2.481 -3.020 -0.3960 -0.1298 0.9456 -0.18
C -2.457 -2.983 -1.670 -1.1807 -0.7104 0.7295 -0.23
C -3.544 -2.918 -0.481 0.4779 0.3002 -0.2483 -0.11
N -0.676 0.242 -2.547 3.0963 0.3037 0.4710 0.02
C -1.373 1.231 -1.661 -0.4441 0.3217 -0.0092 -0.07
C -2.229 0.560 -0.497 -0.1817 0.4249 0.1671 -0.15
C -3.789 0.866 -0.533 0.1554 -0.9648 0.5239 -0.24
S -4.227 2.621 -0.858 -2.0362 3.6902 0.7221 0.68
O -3.190 3.568 -0.430 -0.6800 -2.4347 -1.0058 -0.29
O -5.564 2.977 -0.359 2.3708 -1.8312 -0.9465 -0.29
O -4.342 2.760 -2.533 0.7660 -1.5366 1.4479 -0.18
H 1.660 0.420 1.826 1.5199 -0.5770 -1.1567 0.06
H 3.420 -2.337 -0.903 0.1587 1.5819 0.4941 0.12
H 4.939 -1.420 -0.592 -1.4785 0.3140 -0.1861 0.11
H 4.859 -0.579 -2.702 -1.4727 0.0559 0.3628 0.12
H 3.319 -1.466 -3.013 0.2162 1.2897 0.5933 0.10
H 3.328 1.137 -3.528 -0.2737 -0.5654 1.2750 0.13
H 3.691 1.495 -1.797 -1.0822 -1.1048 -0.5914 0.14
H 1.374 1.543 -1.535 0.3915 -0.7161 -0.5107 0.14
H -1.053 -2.155 -6.365 0.3751 -0.0003 1.1311 -0.08
H -3.298 -0.189 -3.038 0.6467 -1.1901 -0.3277 0.10
H -2.897 -0.957 -4.626 0.2350 -0.0027 1.4891 0.14
H -4.261 -2.421 -2.805 1.4157 0.0005 -0.4393 0.12
H -3.023 -3.289 -3.801 0.0674 1.3633 0.6176 0.09
H -1.515 -2.435 -1.378 -0.9631 -0.5059 -0.4553 0.09
H -2.197 -4.086 -1.758 -0.0903 1.4477 -0.1039 0.12
H -4.439 -3.561 -0.723 1.0313 0.6248 0.2027 0.09
H -3.112 -3.253 0.505 -0.4336 0.3409 -1.0729 0.09
H -3.921 -1.859 -0.356 0.3569 -1.1311 -0.0647 0.05
H -1.965 1.897 -2.358 0.4753 -0.6756 0.9790 0.13
H -0.613 1.914 -1.160 -0.7343 -1.1021 -1.0013 0.14
H -1.851 0.938 0.508 -0.3508 -0.5333 -1.4299 0.11
H -2.087 -0.559 -0.496 -0.1889 1.2056 -0.0318 0.10
H -4.385 0.199 -1.237 0.7108 0.9920 0.6936 0.10
H -4.190 0.628 0.510 0.3142 0.6271 -1.3694 0.13
H -4.388 1.854 -2.918 -0.2255 0.8603 0.2119 0.07
N -2.048 0.964 3.578 -0.1281 0.3517 0.0796 0.04
C -2.652 2.006 2.992 0.1833 -0.3579 0.2764 -0.16
C -3.105 3.121 3.676 -0.0341 0.0526 -0.0164 -0.06
C -2.929 3.161 5.051 -0.0128 0.0575 0.0906 -0.07
C -2.309 2.094 5.683 -0.0493 0.0770 -0.1012 -0.06
C -1.888 1.027 4.906 0.0621 -0.2066 -0.3395 -0.15
H -2.770 1.926 1.917 -0.0759 0.2283 0.0423 0.06
H -3.585 3.936 3.148 0.0204 -0.0550 -0.0172 0.11
H -3.271 4.016 5.624 0.0153 -0.0462 -0.0396 0.11
H -2.155 2.091 6.754 0.0066 -0.0301 -0.0510 0.11
H -1.394 0.171 5.354 -0.0308 0.0535 0.0482 0.10
N 5.698 -0.383 2.088 0.2691 -0.0620 0.4553 0.06
C 4.980 -0.448 3.216 0.1354 0.0249 -0.3603 -0.15
C 5.538 -0.499 4.484 0.0921 0.0049 -0.0428 -0.07
C 6.919 -0.487 4.594 0.0557 -0.0048 0.1348 -0.08
C 7.686 -0.422 3.442 -0.0446 0.0044 0.0413 -0.07
C 7.032 -0.370 2.222 -0.3876 -0.0006 -0.1956 -0.15
H 3.905 -0.458 3.079 0.0375 -0.0112 0.0593 0.07
H 4.907 -0.548 5.362 0.0052 -0.0027 -0.0504 0.10
H 7.393 -0.527 5.568 -0.0222 0.0015 -0.0532 0.11
H 8.768 -0.411 3.489 -0.0454 0.0048 -0.0312 0.10
H 7.589 -0.315 1.292 0.0609 -0.0068 0.0668 0.10
```
Positions in Å, forces in eV/Å.

=====

ORCA calculation (wB97M-V/def2-TZVPD) on a molecular structure, C24H35N8OS2V.

The relative energy (zero: lowest compared OMol25 entry of this formula, charge and spin) comes out at 23.63 kcal per mole. As for the spin multiplicity: 2. The orbital gap (spin up / spin down) is 5.993 / 6.652 eV. As for the expectation value of S²: 0.798. As for the charge: +3.

Structure (XYZ):
```
71
Properties=species:S:1:pos:R:3:forces:R:3:lowdin_charge:R:1
V -0.121 -0.026 -0.431 0.5885 -0.7370 -0.1000 0.82
N 2.720 -2.343 0.484 -0.0545 -0.0284 0.0198 0.17
C 1.539 -1.970 0.011 0.2957 -0.0254 -0.0318 -0.75
S 1.434 -1.208 -1.579 -0.1907 0.1429 -0.0434 0.84
N 0.470 -2.078 0.797 0.2296 0.1200 0.2295 0.07
N -0.664 -1.716 0.135 -0.3559 -0.1131 0.0648 -0.16
C -1.626 -2.492 -0.308 -0.1544 -0.1955 0.0950 -0.09
C -1.858 -3.838 0.120 0.0268 0.0821 -0.0145 -0.14
C -1.541 -4.217 1.442 0.0235 0.0168 -0.0036 0.01
C -1.806 -5.498 1.869 0.0062 0.0003 0.0067 -0.02
C -2.345 -6.431 0.984 -0.0151 0.0625 -0.0383 0.01
C -2.636 -6.078 -0.333 -0.0019 -0.0127 0.0157 -0.02
C -2.412 -4.788 -0.763 0.0070 -0.0469 -0.0601 -0.01
C -2.359 -1.780 -1.366 -0.2234 -0.0405 -0.2278 -0.17
C -3.552 -2.185 -1.934 0.0726 0.0913 0.0754 0.05
C -4.046 -1.474 -3.028 0.0666 0.0438 -0.0291 0.03
C -3.328 -0.394 -3.505 0.0117 -0.0572 0.0352 0.02
C -2.168 -0.008 -2.839 -0.0272 0.0682 -0.1091 -0.08
N -1.700 -0.670 -1.788 -0.1020 0.0221 0.1063 0.00
H 3.535 -2.350 -0.110 -0.0046 0.0222 -0.0005 0.13
H 2.757 -2.860 1.352 0.0099 0.0012 -0.0021 0.14
H -1.133 -3.489 2.129 0.0010 -0.0166 0.0037 0.12
H -1.597 -5.783 2.890 0.0036 0.0021 0.0114 0.13
H -2.541 -7.440 1.322 0.0077 -0.0109 -0.0019 0.13
H -3.035 -6.815 -1.015 0.0014 -0.0044 -0.0100 0.13
H -2.612 -4.529 -1.795 0.0823 -0.0890 0.0526 0.12
H -4.086 -3.036 -1.537 -0.0206 0.0955 0.0090 0.13
H -4.968 -1.778 -3.502 -0.0189 0.0012 -0.0073 0.14
H -3.653 0.160 -4.374 -0.0139 0.0176 -0.0025 0.13
H -1.602 0.855 -3.168 -0.0290 -0.0090 0.0063 0.13
C 2.037 2.693 -2.568 0.0323 -0.0292 -0.0247 -0.10
C 2.937 3.383 -1.554 0.0054 -0.0051 0.0169 -0.27
C 2.479 3.175 -0.115 0.0479 -0.0150 0.0043 -0.31
S 2.620 1.414 0.331 0.2581 0.2077 0.2179 1.08
O 1.144 0.933 0.590 -0.3664 -0.0484 0.0013 -0.64
C 3.340 1.410 1.996 0.0268 0.0008 -0.0627 -0.30
C 2.416 1.763 3.152 -0.0559 -0.0353 -0.0195 -0.26
C 1.886 3.188 3.162 -0.0303 0.0040 0.0195 -0.09
H 2.391 2.872 -3.581 -0.0115 -0.0123 -0.0083 0.10
H 1.013 3.066 -2.500 -0.0439 0.0114 -0.0026 0.06
H 2.032 1.606 -2.422 -0.0067 0.0149 -0.0095 0.03
H 2.953 4.459 -1.735 -0.0066 -0.0040 0.0209 0.13
H 3.970 3.045 -1.664 0.0120 0.0064 -0.0028 0.12
H 1.429 3.433 0.031 -0.0028 -0.0148 0.0216 0.09
H 3.076 3.738 0.602 0.0074 -0.0362 0.0010 0.10
H 4.190 2.093 1.910 0.0131 0.0045 -0.0403 0.12
H 3.740 0.401 2.104 -0.0112 -0.0078 -0.0375 0.09
H 3.010 1.587 4.053 -0.0036 -0.0128 -0.0168 0.13
H 1.596 1.043 3.185 0.0122 0.0225 0.0181 0.11
H 2.692 3.920 3.103 0.0096 0.0087 -0.0060 0.09
H 1.350 3.373 4.091 -0.0095 0.0170 0.0025 0.09
H 1.188 3.370 2.344 -0.0102 0.0146 -0.0096 0.06
C -5.391 3.526 -0.816 0.0356 0.0175 -0.0053 -0.06
C -4.347 4.409 -1.491 0.0049 0.0790 0.0377 -0.40
C -4.007 3.921 -2.893 -0.0014 0.0137 0.0036 -0.06
C -3.094 4.585 -0.626 -0.1456 0.0707 -0.1184 -0.06
N -2.410 3.299 -0.393 -0.0048 -0.3638 -0.0241 -0.04
C -2.654 2.363 0.540 0.0931 0.1300 0.1624 -0.03
N -1.810 1.376 0.349 0.0097 -0.1809 0.0578 0.07
N -1.095 1.736 -0.717 -0.2461 0.4334 -0.2721 -0.16
N -1.444 2.868 -1.192 0.2101 0.3415 0.0386 0.17
H -6.320 3.544 -1.383 -0.0066 -0.0077 -0.0084 0.10
H -5.622 3.863 0.195 -0.0183 0.0073 0.0351 0.09
H -5.069 2.480 -0.774 -0.0072 -0.0181 -0.0057 0.07
H -4.755 5.422 -1.567 0.0095 -0.0040 -0.0013 0.15
H -3.600 2.905 -2.870 -0.0040 -0.0292 -0.0085 0.05
H -3.284 4.570 -3.387 0.0130 0.0038 -0.0168 0.09
H -4.907 3.896 -3.505 -0.0058 -0.0040 -0.0201 0.10
H -3.337 4.985 0.358 0.0131 -0.0105 -0.0052 0.14
H -2.353 5.227 -1.100 -0.0370 0.0127 -0.0041 0.14
H -3.397 2.439 1.316 -0.0010 0.0139 0.0219 0.17
```
Positions in Å, forces in eV/Å.